Entry 1:
DFT (wB97M-V/def2-TZVPD) results for a molecular structure, C12H17BF16InO4.

Geometry as XYZ:
```
51
C12H17BF16InO4 (wB97M-V/def2-TZVPD)
C -1.753 -0.264 2.744
C -1.022 -1.002 1.627
B -0.778 -2.537 1.978
O -1.855 -3.413 1.753
In 1.299 -3.208 2.751
O 2.539 -1.488 2.562
H -2.794 -0.170 2.525
H -1.610 -0.738 3.692
H -1.383 0.734 2.812
H -0.059 -0.548 1.533
H -1.555 -0.928 0.687
H -2.080 -3.372 0.824
H 2.002 -4.396 1.594
H 1.257 -3.801 4.427
H 2.432 -1.259 1.643
C 5.755 0.168 0.724
C 6.635 1.399 0.457
C 6.048 2.775 0.773
F 4.967 3.038 0.015
F 6.987 3.722 0.502
F 7.087 1.380 -0.817
F 7.721 1.278 1.276
O 5.076 -0.396 -0.375
C 3.849 0.072 -0.751
C 3.871 0.592 -2.186
F 4.761 1.600 -2.315
F 2.645 1.068 -2.502
F 3.386 0.999 0.105
F 3.008 -0.970 -0.708
H 6.448 -0.612 1.027
H 5.084 0.320 1.569
H 5.778 2.843 1.830
H 4.139 -0.212 -2.873
C -5.333 -0.415 -0.530
C -6.186 0.854 -0.706
C -6.922 1.045 -2.033
F -6.067 1.146 -3.070
F -7.638 2.197 -1.971
F -5.443 1.946 -0.437
F -7.169 0.783 0.237
O -3.940 -0.304 -0.726
C -3.392 -0.439 -1.973
C -2.673 0.842 -2.389
F -3.535 1.879 -2.414
F -2.174 0.674 -3.636
F -4.302 -0.826 -2.889
F -2.465 -1.411 -1.905
H -5.422 -0.667 0.524
H -5.750 -1.258 -1.079
H -7.613 0.215 -2.212
H -1.862 1.061 -1.693
```

E_HOMO ... -3.74 eV
Total energy ... -2581.2757 a.u.
F_max ... 0.94 eV/A
LUMO level ... 0.0802 hartree
Net charge ... -1
M ... 654.86 g/mol
Gap between HOMO and LUMO ... 5.9 eV


Entry 2:
DFT (wB97M-V/def2-TZVPD) results for 2 unconnected molecules or ions with the total composition C9H25FN5O.

Geometry as XYZ:
```
41
C9H25FN5O (wB97M-V/def2-TZVPD)
C 1.679 -2.179 1.088
C 0.324 -1.569 0.851
F -0.247 -1.209 2.070
C -0.616 -2.406 0.013
N -1.200 -3.577 0.718
C -2.314 -3.325 1.437
N -2.292 -3.204 2.769
N -3.534 -3.249 0.830
C -3.992 -1.916 0.374
N -3.856 -0.897 1.403
H 2.205 -2.256 0.144
H 2.244 -1.487 1.700
H 1.656 -3.122 1.627
H 0.486 -0.643 0.302
H -1.368 -1.783 -0.448
H -0.035 -2.799 -0.812
H -0.509 -4.040 1.301
H -2.692 -2.399 3.233
H -1.824 -3.877 3.360
H -4.190 -3.638 1.500
H -3.490 -1.625 -0.544
H -5.043 -2.018 0.156
H -4.344 -0.056 1.122
H -2.885 -0.642 1.562
C 2.095 4.629 -2.281
C 1.342 3.933 -1.153
C 2.205 2.946 -0.352
O 2.439 1.706 -0.998
C 3.511 1.709 -1.928
N 0.144 3.292 -1.705
H 2.261 3.970 -3.133
H 1.523 5.482 -2.644
H 3.063 4.998 -1.940
H 1.015 4.708 -0.454
H 1.664 2.697 0.567
H 3.154 3.403 -0.046
H 4.324 2.364 -1.605
H 3.169 2.005 -2.922
H 3.892 0.690 -1.998
H -0.412 2.914 -0.941
H 0.447 2.470 -2.222
```

E_HOMO ... -11.29 eV
Total energy ... -806.5064 a.u.
F_max ... 1.68 eV/A
LUMO level ... -0.1709 hartree
Net charge ... +1
M ... 238.33 g/mol
Gap between HOMO and LUMO ... 6.6 eV


Entry 3:
DFT (wB97M-V/def2-TZVPD) results for a molecular structure, C26H41N9OsS3.

Geometry as XYZ:
```
80
C26H41N9OsS3 (wB97M-V/def2-TZVPD)
Os 1.550 1.356 -1.347
C 1.138 3.079 -3.882
N 0.235 2.480 -2.860
C -0.414 3.580 -2.079
C 0.264 3.754 -0.751
N 0.236 2.459 0.004
C -1.188 2.042 0.190
C 0.856 2.626 1.335
C 0.231 3.397 2.307
C 0.760 3.468 3.584
C 1.922 2.771 3.891
C 2.565 2.033 2.913
C 2.030 1.953 1.629
S 2.875 0.986 0.402
C -0.776 1.676 -3.518
C -1.757 2.219 -4.330
C -2.663 1.381 -4.966
C -2.585 -0.002 -4.799
C -1.611 -0.541 -3.984
C -0.702 0.308 -3.342
S 0.581 -0.339 -2.358
H 0.581 3.760 -4.532
H 1.566 2.288 -4.494
H 1.932 3.632 -3.386
H -1.465 3.341 -1.940
H -0.372 4.524 -2.627
H -0.232 4.552 -0.189
H 1.305 4.056 -0.886
H -1.817 2.917 0.364
H -1.252 1.383 1.048
H -1.547 1.503 -0.684
H -0.681 3.937 2.080
H 0.262 4.061 4.338
H 2.324 2.800 4.895
H 3.487 1.511 3.134
H -1.816 3.290 -4.483
H -3.424 1.811 -5.602
H -3.287 -0.651 -5.305
H -1.531 -1.612 -3.842
C 1.106 -1.319 4.336
C 1.113 -2.794 4.738
C 0.344 -3.719 3.794
C 1.020 -3.947 2.438
N 0.851 -2.832 1.505
C -0.262 -2.534 0.852
S -0.252 -1.019 -0.039
N -1.310 -3.338 0.903
C -2.635 -3.062 0.337
C -3.556 -2.396 1.353
C -3.934 -3.284 2.542
C -4.631 -4.583 2.145
H 1.571 -0.714 5.114
H 0.084 -0.954 4.201
H 1.658 -1.132 3.413
H 0.664 -2.886 5.728
H 2.144 -3.147 4.827
H -0.665 -3.320 3.640
H 0.237 -4.696 4.268
H 0.641 -4.854 1.961
H 2.092 -4.086 2.576
H 1.594 -2.157 1.414
H -1.261 -4.135 1.522
H -3.045 -4.013 0.001
H -2.508 -2.425 -0.534
H -4.465 -2.094 0.827
H -3.067 -1.487 1.714
H -4.598 -2.708 3.187
H -3.044 -3.508 3.141
H -5.492 -4.382 1.505
H -4.989 -5.110 3.028
H -3.967 -5.266 1.611
N 5.826 2.142 -4.313
N 4.796 1.419 -3.813
N 4.636 0.153 -4.106
C 3.582 -0.161 -3.369
N 3.144 0.893 -2.675
N 3.944 1.917 -2.978
H 6.203 1.757 -5.165
H 5.707 3.137 -4.221
H 3.145 -1.143 -3.337
```

E_HOMO (spin up / spin down) ... -12.85 / -12.85 eV
Total energy ... -2792.8116 a.u.
F_max ... 2.62 eV/A
LUMO level (spin up / spin down) ... -0.2801 / -0.2802 hartree
Net charge ... +2
M ... 766.11 g/mol
Relative energy (zero: lowest compared OMol25 entry of this formula, charge and spin) ... 0.957 eV
Gap between HOMO and LUMO (spin up / spin down) ... 5.2 / 5.2 eV


Entry 4:
DFT (wB97M-V/def2-TZVPD) results for C4H8N2 in the gas phase.

Geometry as XYZ:
```
14
C4H8N2 (wB97M-V/def2-TZVPD)
C 1.965 0.033 -0.278
N 1.387 -1.061 0.494
C 0.613 -0.480 -0.593
C -0.559 0.409 -0.279
C -1.900 -0.132 0.016
N -1.048 0.370 1.095
H 2.818 -0.207 -0.911
H 2.013 1.023 0.174
H 0.997 -0.717 1.372
H 0.457 -1.148 -1.439
H -0.556 1.386 -0.766
H -2.073 -1.206 0.007
H -2.756 0.461 -0.301
H -1.340 1.294 1.400
```

E_HOMO ... -9.33 eV
Total energy ... -266.6418 a.u.
F_max ... 0.31 eV/A
LUMO level ... 0.0401 hartree
Net charge ... 0
M ... 84.12 g/mol
Relative energy (zero: lowest compared OMol25 entry of this formula, charge and spin) ... 2.182 eV
Gap between HOMO and LUMO ... 10.4 eV